Here is the ion C3H7N2S2 with charge +1 from OMol25. Energies are from ωB97M-V/def2-TZVPD.

Results
ΔE to the lowest compared entry with this formula, charge and spin = 29.76 kcal per mole
Kohn-Sham gap = 9.8 eV
Calculated total energy = -1024.115571 hartree
Total charge = +1
Largest force on an atom = 4.28 eV Å⁻¹
SMILES = S[C@@H]1NC=[NH+][C@H]1S

Geometry as XYZ:
```
14
Properties=species:S:1:pos:R:3:forces:R:3:lowdin_charge:R:1
C 1.05567 0.83011 -1.01209 -0.7800 -0.0020 -3.7397 -0.0750
C -0.65532 -0.50457 -0.32643 -2.0809 -1.5864 -0.1424 -0.5732
C 0.14394 0.09896 0.88161 -0.6817 -1.7651 1.3598 -0.6360
N -0.03141 0.15554 -1.41300 1.1873 1.3172 -1.2774 0.0341
N 1.24092 0.75437 0.22291 0.5291 0.5712 4.2086 0.0490
S -0.53232 -2.36936 -0.69822 0.0076 1.0692 0.7773 0.7799
S -0.68561 1.29794 1.95897 -0.4103 -0.9837 1.8146 0.7889
H 1.74029 1.41038 -1.59828 -0.0657 -0.0252 -0.7921 0.1759
H -1.81868 -0.40733 -0.45184 2.3608 0.5988 1.1419 0.1425
H 0.60396 -0.65454 1.54976 -0.7094 0.0193 -0.4903 0.1210
H -0.30336 -0.11870 -2.36353 0.5971 0.5781 0.4732 0.1751
H 1.79512 1.33667 0.86887 0.1078 -0.2380 -1.1646 0.1862
H -1.85726 -2.35087 -0.81162 -0.1628 -0.6592 -0.0911 -0.1374
H -0.69595 0.52140 3.19290 0.1011 1.1058 -2.0778 -0.0308
```
Positions in Å, forces in eV/Å.